Record 1
The molecule C2H5ClO3 at a distorted geometry. Source: the OMol25 dataset; level of theory: wB97M-V/def2-TZVPD.

The geometry in XYZ format:
```
11
Properties=species:S:1:pos:R:3:forces:R:3:nbo_charge:R:1
O -1.2089 -0.7168 -0.7902 -0.9 -0.2 -0.5 -0.689
C -0.8040 0.3335 0.0163 1.1 0.5 -2.6 -0.144
C 0.5628 -0.0563 0.5943 2.5 -1.5 -2.1 0.474
O 1.2777 0.9090 1.2032 -0.8 0.5 -0.7 -0.670
O 1.5503 -0.8687 -0.5457 -2.8 3.0 1.9 -0.755
Cl 0.3038 -1.4356 1.6429 -0.2 -0.5 0.9 -0.042
H -1.0117 -1.4756 -0.2664 -0.1 -1.6 0.1 0.468
H -1.4631 0.5676 0.7903 -1.0 0.1 1.8 0.186
H -0.9446 1.1580 -0.7055 1.3 0.4 0.7 0.213
H 1.5895 0.5858 2.0411 0.5 -0.2 0.5 0.500
H 1.2472 -0.3578 -1.3217 0.5 -0.5 0.0 0.460
```
Forces are in eV/Å.

largest force on an atom: 0.0879 Eh/bohr
spin multiplicity: 1
LUMO: 0.56 eV
charge: 0
relative energy (zero: lowest compared OMol25 entry of this formula, charge and spin): 139.4 kJ/mol
orbital gap: 0.4108 Ha
calculated total energy: -20818.33947 eV
HOMO: -0.390 Eh

---

Record 2
A cluster of 2 separate species, C4H16Si3 in total at a distorted geometry. Source: the OMol25 dataset; level of theory: wB97M-V/def2-TZVPD.

The geometry in XYZ format:
```
23
Properties=species:S:1:pos:R:3:forces:R:3:nbo_charge:R:1
C 0.3542 -2.6246 -0.0713 -5.0 -3.3 -2.4 -0.605
C -1.9339 2.2046 -0.3254 -2.1 -2.2 -2.0 -0.599
C -0.9839 -1.9969 0.2982 -0.3 -0.4 4.1 -0.893
C -2.2025 0.7291 -0.0366 -1.7 1.6 4.2 -0.913
Si 2.9436 0.5126 -0.3937 1.8 -1.8 1.7 0.443
Si 1.2419 0.9515 1.1200 0.5 -2.0 -1.0 0.194
Si -0.7069 -0.1598 0.6528 -0.3 -0.5 -2.8 1.253
H 1.0563 -2.4303 0.6108 2.7 0.2 2.8 0.197
H 0.0786 -3.7516 -0.2742 1.4 2.1 0.3 0.208
H 0.5473 -2.0836 -0.9263 1.3 0.4 -2.4 0.241
H -1.3733 2.1341 -1.1799 1.8 0.6 -2.3 0.224
H -2.7411 2.8746 -0.5422 -0.9 -0.1 0.1 0.210
H -1.3876 2.5845 0.4144 2.3 1.8 3.0 0.194
H -1.3706 -2.6447 1.2079 0.3 1.6 -1.5 0.240
H -1.8007 -1.8951 -0.4019 0.2 -0.7 -0.6 0.240
H -2.4970 0.0741 -0.8148 -0.7 -0.1 -0.9 0.242
H -3.0314 0.8229 0.8103 1.3 -1.1 -1.5 0.233
H 3.1926 1.5340 -1.3194 -0.1 1.4 -1.0 -0.144
H 4.0178 0.7207 0.7903 -0.6 -0.2 -1.3 -0.169
H 3.4199 -0.7653 -1.1540 -0.9 0.8 0.9 -0.097
H 1.8275 0.9009 2.4018 0.4 -0.5 1.5 -0.134
H 1.0054 2.2979 1.0188 -0.7 2.5 -0.5 -0.118
H 0.3438 0.0105 -1.8856 -0.6 0.0 1.7 -0.447
```
Forces are in eV/Å.

largest force on an atom: 0.1256 Eh/bohr
spin multiplicity: 1
LUMO (spin up / spin down): -1.05 / -1.05 eV
charge: 0
relative energy (zero: lowest compared OMol25 entry of this formula, charge and spin): 576.9 kJ/mol
orbital gap (spin up / spin down): 0.2397 / 0.2398 Ha
calculated total energy: -28033.68281 eV
HOMO (spin up / spin down): -0.278 / -0.279 Eh

---

Record 3
A cluster of 13 separate species, C22H73N23O13 in total at a distorted geometry. Source: the OMol25 dataset; level of theory: wB97M-V/def2-TZVPD.

The geometry in XYZ format:
```
131
Properties=species:S:1:pos:R:3:forces:R:3:mulliken_charge:R:1
C -3.0658 -3.0511 3.7492 1.1 -0.9 1.0 0.692
O -2.1088 -3.7810 3.7574 1.7 -0.7 -0.8 -0.638
N -3.0931 -1.7909 4.0965 2.0 3.7 1.1 -0.390
N -4.2953 -3.3947 3.5502 -5.0 -2.7 -1.4 -0.380
H -2.1989 -1.4481 4.4176 -0.5 0.5 0.3 0.201
H -3.9867 -1.3881 4.3398 0.9 0.5 0.0 0.157
H -4.5576 -4.2185 3.0280 0.1 0.1 0.5 0.213
H -5.0117 -2.8222 3.9736 -0.1 -0.6 -0.6 0.148
C -3.9362 6.1591 2.3232 0.9 -2.0 -3.1 0.611
O -3.7552 5.9921 1.1373 -0.3 0.2 -1.7 -0.669
N -4.6881 5.4071 3.0676 -2.1 -1.2 2.1 -0.356
N -3.1950 6.9449 3.0279 3.6 4.7 1.9 -0.379
H -4.7097 5.8899 3.9545 -1.5 -1.5 0.5 0.187
H -5.3149 4.7404 2.6401 -0.1 0.4 0.6 0.227
H -3.2108 7.1632 4.0139 -0.4 -0.4 -0.2 0.162
H -2.6241 7.5929 2.5043 0.0 -0.2 0.0 0.218
C -0.1322 9.7784 -1.4370 -1.9 -1.9 4.5 0.628
O -0.2187 9.9577 -0.2321 -0.9 -0.3 1.1 -0.672
N 0.7523 10.3992 -2.0907 3.3 2.5 -4.2 -0.366
N -0.8328 8.8682 -2.1198 -1.6 -1.6 -1.3 -0.374
H 0.5994 10.2981 -3.0839 1.2 0.9 -0.1 0.176
H 1.3071 11.1015 -1.6226 -0.3 -0.1 -0.5 0.239
H -1.3809 8.1606 -1.6517 0.1 0.5 0.2 0.212
H -0.6966 8.7167 -3.1091 0.0 0.0 0.3 0.157
C 5.2046 -7.4666 -2.3372 -0.1 2.6 -0.8 0.670
O 5.5802 -6.8551 -1.3730 -0.3 0.3 2.2 -0.623
N 4.2848 -7.0302 -3.1859 -3.2 2.1 -1.1 -0.424
N 5.7803 -8.5087 -2.8293 2.6 -4.3 -0.1 -0.419
H 3.7252 -6.2444 -2.8868 0.3 0.0 -0.4 0.213
H 4.1115 -7.4201 -4.1014 -0.1 0.0 0.5 0.161
H 6.4027 -8.9120 -2.1436 0.5 -0.4 -0.9 0.232
H 5.8050 -8.6956 -3.8215 0.1 -0.3 0.6 0.196
C -2.2137 1.5467 -8.5278 2.2 4.4 -1.7 0.666
O -1.9694 2.7541 -8.7162 -0.2 -1.5 -0.3 -0.677
N -1.7706 0.4997 -9.1707 1.6 -2.7 -3.0 -0.347
N -2.8799 1.1187 -7.5299 -3.9 -0.4 5.7 -0.366
H -1.3255 0.5283 -10.0769 -0.2 0.1 0.3 0.218
H -2.1566 -0.3597 -8.8067 0.7 -0.1 -1.0 0.148
H -3.1292 0.1522 -7.3754 0.1 0.5 0.1 0.155
H -3.1121 1.8000 -6.8214 -0.2 -0.3 -0.1 0.206
C -7.0457 -2.1428 -2.3985 -5.0 -2.5 2.4 0.620
O -8.0809 -2.8385 -2.5654 1.5 0.4 1.5 -0.692
N -6.5161 -1.6384 -3.4358 3.2 2.0 -4.2 -0.353
N -6.5093 -1.7394 -1.2306 0.4 0.0 1.5 -0.340
H -6.7615 -2.1230 -4.2873 0.3 0.4 0.0 0.239
H -5.6317 -1.1660 -3.3147 -0.1 -0.1 -0.7 0.176
H -5.6974 -1.1387 -1.2232 -0.2 -0.2 0.1 0.141
H -6.9243 -1.9770 -0.3410 0.0 0.0 -0.5 0.205
C -6.8770 5.6272 -4.1907 3.4 -3.1 2.9 0.611
O -5.9672 4.7962 -4.2578 -0.2 0.0 0.0 -0.667
N -7.5223 6.0473 -5.2047 -2.4 1.9 -2.7 -0.377
N -7.2719 6.0980 -2.9919 -0.1 0.6 2.3 -0.405
H -7.2392 5.6730 -6.0991 -0.3 0.7 0.0 0.249
H -7.9730 6.9124 -4.9432 -0.5 0.0 -1.7 0.199
H -6.6908 5.8278 -2.2113 -0.1 0.0 -0.3 0.220
H -7.9352 6.8289 -2.7776 0.1 -0.2 -0.5 0.168
C -0.6977 -8.7299 -0.9038 -4.0 -3.2 -2.9 0.587
O -1.8942 -8.9271 -0.8874 -1.6 -0.3 0.2 -0.669
N -0.0771 -7.9801 -0.1473 3.3 6.2 6.2 -0.331
N 0.1041 -9.3396 -1.7183 2.2 -3.2 -4.6 -0.398
H -0.6827 -7.4923 0.4972 0.5 0.4 0.1 0.237
H 0.8032 -7.5848 -0.4454 -0.2 0.1 0.6 0.183
H -0.3448 -9.8177 -2.4865 0.2 0.0 0.2 0.223
H 1.0797 -9.1235 -1.8649 -0.3 0.0 0.3 0.163
C 8.7297 -2.3822 4.5235 -0.9 0.9 1.5 0.657
O 8.3045 -1.3592 4.0353 0.1 0.8 -0.1 -0.629
N 9.0825 -2.5633 5.8230 0.5 1.0 1.2 -0.397
N 8.7426 -3.5450 3.9230 0.1 -2.3 -2.3 -0.375
H 9.1365 -1.7392 6.4044 0.2 -0.4 0.0 0.213
H 9.4555 -3.4587 6.1044 0.0 0.6 0.4 0.156
H 9.1547 -4.3341 4.3999 -0.5 -0.1 -0.8 0.163
H 8.2622 -3.5727 3.0349 0.4 -0.5 0.1 0.212
C 2.5887 -8.2471 4.9501 1.3 -3.0 0.1 0.711
O 3.4388 -9.1173 5.1549 -0.4 0.6 0.2 -0.673
N 2.7342 -7.1752 4.2576 2.7 4.7 -3.0 -0.367
N 1.3186 -8.3291 5.2543 -3.0 -2.0 2.1 -0.397
H 3.6381 -6.9591 3.8621 -0.2 0.1 0.2 0.207
H 1.9630 -6.5646 4.0283 0.5 -0.2 0.0 0.133
H 0.6885 -7.5677 5.0462 -0.2 -0.8 0.3 0.169
H 1.0592 -9.2600 5.5479 -0.7 0.5 0.2 0.218
C 7.1275 1.3767 -5.4522 1.5 -0.6 0.1 -1.473
C 6.1242 1.0548 -4.3328 -1.6 -0.6 -1.7 0.703
C 5.5899 -0.3859 -4.5198 -0.4 -0.4 0.6 -0.710
O 5.0430 -0.8009 -5.7676 -0.6 0.3 -0.9 -0.375
C 3.7042 -0.2540 -6.0185 1.5 0.6 0.7 -0.626
N 6.6375 1.2951 -3.0007 1.6 0.8 -0.3 -0.766
H 6.8761 1.0664 -6.4664 -0.9 0.0 0.2 0.303
H 8.0537 0.8191 -5.3126 0.1 -0.3 0.5 0.380
H 7.5062 2.3942 -5.5495 -0.6 0.4 0.4 0.377
H 5.3383 1.7998 -4.4565 -0.8 -0.3 -0.5 0.232
H 4.8475 -0.6415 -3.7637 -0.4 0.5 0.4 0.280
H 6.3802 -1.0857 -4.2481 0.4 0.0 -0.5 0.377
H 3.0986 -0.4994 -5.1461 -0.2 0.4 0.0 0.242
H 3.1696 -0.5540 -6.9198 0.8 -0.9 -0.1 0.262
H 3.8649 0.8115 -6.1830 -0.5 0.3 0.5 0.263
H 6.6726 2.2976 -3.1179 0.8 0.4 1.1 0.289
H 6.0863 1.1595 -2.1653 -0.7 -0.6 -0.5 0.245
C -3.8624 2.5816 8.1121 1.0 -0.8 -0.1 -1.227
C -2.6406 3.3787 8.6775 -2.1 -0.7 0.2 0.296
C -1.5551 3.5229 7.6252 -1.1 -0.7 -0.9 -0.643
O -1.1663 2.2174 7.1184 -2.7 1.1 2.5 -0.280
C -0.0555 2.2179 6.3712 2.4 -0.4 -0.3 -0.805
N -3.1755 4.6428 9.2753 1.5 -1.2 -0.4 -0.680
H -4.5540 3.1595 7.4991 0.2 0.5 0.1 0.287
H -4.4693 2.0332 8.8325 0.2 0.4 0.4 0.325
H -3.4739 1.8068 7.4511 0.0 -0.1 -0.1 0.325
H -2.1515 2.8792 9.5138 -0.4 -0.5 0.1 0.345
H -0.7471 4.1211 8.0464 0.5 -0.2 -0.3 0.378
H -2.0511 4.0094 6.7853 0.4 0.7 -0.3 0.241
H 0.7852 2.5663 6.9712 0.4 0.6 -0.1 0.320
H -0.1384 2.8073 5.4580 0.1 -0.1 -0.3 0.307
H 0.2194 1.1724 6.2315 -0.2 0.0 -0.8 0.273
H -3.5252 5.2565 8.5534 0.0 0.2 -0.2 0.252
H -2.2971 5.0067 9.6161 -0.2 1.2 0.5 0.284
C -0.1499 1.9402 -1.8698 2.3 0.4 1.1 -1.611
C -0.7637 0.6268 -1.4563 -0.5 1.7 -1.9 0.716
C -0.1354 -0.2903 -0.4771 1.5 0.7 0.5 -0.689
O 1.2683 -0.3917 -0.8490 -2.3 -1.4 0.4 -0.228
C 1.9619 -1.2616 0.0332 2.4 1.9 0.0 -0.887
N -2.0994 1.0435 -1.0854 -2.0 -1.1 -0.1 -0.704
H -0.1499 2.5680 -0.9788 0.2 0.6 -0.1 0.396
H -0.7180 2.4138 -2.6705 -0.1 -0.2 0.1 0.439
H 0.8784 1.8150 -2.2088 0.2 0.2 0.0 0.281
H -0.6709 0.1821 -2.4471 -1.2 -1.2 0.0 0.109
H -0.6507 -1.2487 -0.4139 0.1 -0.2 -0.4 0.371
H -0.2086 0.1160 0.5317 0.1 0.3 0.3 0.317
H 2.8596 -1.5423 -0.5177 -0.3 -1.0 -0.2 0.245
H 1.5098 -2.0531 0.6309 -0.7 0.0 -0.7 0.316
H 2.4581 -0.5765 0.7206 -0.2 0.0 0.9 0.341
H -2.1400 1.6925 -0.3126 0.7 -0.3 0.7 0.276
H -2.4392 1.6733 -1.7981 -0.2 -0.3 -0.5 0.312
```
Forces are in eV/Å.

largest force on an atom: 0.1821 Eh/bohr
spin multiplicity: 1
LUMO: -0.08 eV
charge: 0
relative energy (zero: lowest compared OMol25 entry of this formula, charge and spin): 1058.2 kJ/mol
orbital gap: 0.3347 Ha
calculated total energy: -84886.59466 eV
HOMO: -0.338 Eh

---

Record 4
A cluster of 2 separate species, HN2O3S in total at a distorted geometry. Source: the OMol25 dataset; level of theory: wB97M-V/def2-TZVPD.

The geometry in XYZ format:
```
7
Properties=species:S:1:pos:R:3:forces:R:3:nbo_charge:R:1
N 3.0617 0.0241 0.3002 -3.5 0.3 -0.8 0.131
N 0.2566 -1.6234 1.0255 0.3 1.4 -0.5 0.252
O -0.9452 -1.5901 0.6984 0.2 -0.9 0.3 -0.573
O 0.7714 -2.6099 1.5466 -0.6 -0.7 0.2 -0.550
O 1.9507 -0.0963 -0.0312 4.1 -1.1 0.8 -0.109
S 0.4713 1.3142 -0.4105 -0.4 0.7 -0.3 -0.303
H -0.2137 0.2151 -0.7943 0.0 0.2 0.3 0.153
```
Forces are in eV/Å.

largest force on an atom: 0.0829 Eh/bohr
spin multiplicity: 1
LUMO (spin up / spin down): 2.72 / 2.79 eV
charge: -1
relative energy (zero: lowest compared OMol25 entry of this formula, charge and spin): 759.3 kJ/mol
orbital gap (spin up / spin down): 0.2150 / 0.2153 Ha
calculated total energy: -19968.44836 eV
HOMO (spin up / spin down): -0.115 / -0.113 Eh

---

> spin multiplicity of number 3 (C22H73N23O13)?

1